This record from the Open Molecules 2025 dataset describes a 2-piece molecular cluster, C4H12O overall in a non-equilibrium geometry. The level of theory is the ωB97M-V functional and the def2-TZVPD basis.

Calculated values
Frontier orbital gap   11.281 eV
LUMO level   0.953 eV

```
! wB97M-V def2-TZVPD RIJCOSX def2/J DEFGRID3
* xyz 0 1
O -3.31858 1.76497 0.26122
C -1.82747 -0.16476 0.29436
C -2.49617 0.94291 1.07905
C 2.98193 -0.57375 0.14061
C 2.27862 -0.63621 -1.23386
H -1.71507 1.56110 1.51584
H 2.57585 0.27714 0.69637
H 2.88241 -0.21786 -2.02755
H 2.75391 -1.45951 0.70370
H -1.37248 -0.98935 0.83805
H 2.04039 -1.62389 -1.59996
H -3.14075 0.49737 1.83398
H 4.03114 -0.32862 0.02454
H -1.07823 0.28163 -0.35853
H 1.38350 -0.02116 -1.18559
H -3.43818 1.34508 -0.59418
H -2.54082 -0.65508 -0.38806
*
```

***

This record from the Open Molecules 2025 dataset describes an isolated ion of composition C6H8N2S and charge +2 in a non-equilibrium geometry. The level of theory is the ωB97M-V functional and the def2-TZVPD basis.

Calculated values
Frontier orbital gap (spin up / spin down)   7.356 / 7.355 eV
LUMO level (spin up / spin down)   -10.797 / -10.798 eV

```
! wB97M-V def2-TZVPD RIJCOSX def2/J DEFGRID3
* xyz 2 1
S 2.36424 0.53151 1.85653
N 0.14999 -0.13802 0.16644
N 1.84574 0.30275 -1.24480
C 1.39388 0.47313 0.00009
C -0.82637 1.05808 0.21770
C -0.04756 -0.85810 -1.02986
C 0.07958 -0.72706 1.46741
C 1.07203 -0.46301 2.36704
C 0.90044 -0.51180 -1.90394
H -0.95703 -1.26966 1.66123
H -1.84403 0.74753 0.53768
H 0.75244 -0.66633 -2.98290
H -1.11886 1.33526 -0.81253
H -1.02265 -1.33564 -1.02835
H 1.11255 -0.68614 3.44072
H -0.40193 1.91452 0.71108
H 2.75025 0.57540 -1.53001
*
```

***

This record from the Open Molecules 2025 dataset describes a 6-piece molecular cluster, C12H38N10O6 overall in a non-equilibrium geometry. The level of theory is the ωB97M-V functional and the def2-TZVPD basis.

Calculated values
Frontier orbital gap   9.506 eV
LUMO level   0.500 eV

```
! wB97M-V def2-TZVPD RIJCOSX def2/J DEFGRID3
* xyz 0 1
O -17.62864 13.43896 -23.04187
O -17.58185 12.84422 -28.02039
O -22.06925 14.95524 -17.62639
O -21.01572 14.24123 -22.31234
O -16.32386 16.57429 -23.63212
O -25.80927 19.87153 -25.23444
N -18.39072 13.34255 -20.91798
N -14.98132 16.85729 -25.45261
N -20.90220 14.19541 -27.03899
N -20.25157 13.57876 -24.33507
N -23.62236 17.83653 -23.09155
N -21.31083 13.75671 -19.45491
N -22.09574 15.86998 -19.62652
N -22.02449 14.83757 -24.23801
N -16.82314 11.94563 -21.60997
N -15.84142 14.88100 -24.98438
C -17.63291 12.93348 -21.94317
C -17.19297 11.95899 -26.99373
C -21.86358 14.83618 -18.83856
C -21.13018 14.15908 -23.52894
C -25.47151 18.75316 -24.44140
C -22.91890 18.71015 -25.24110
C -18.53843 13.80510 -27.59859
C -19.94101 13.13008 -27.33691
C -23.96927 18.81992 -24.09397
C -20.42769 12.48689 -28.66883
C -26.40771 19.52349 -26.49204
C -15.75041 16.18440 -24.63752
H -15.39500 14.55860 -25.82624
H -22.40879 15.58666 -23.67929
H -21.19751 12.92755 -18.89706
H -14.89231 17.83181 -25.20641
H -18.21045 14.20330 -26.63296
H -26.62953 20.41863 -27.07399
H -23.81568 19.86536 -23.81594
H -18.47844 14.68139 -28.24381
H -16.03684 11.91992 -22.23981
H -21.40368 12.00405 -28.60877
H -25.75251 18.96650 -27.16422
H -18.18238 12.89605 -20.04413
H -22.20227 14.62792 -25.20317
H -27.36240 19.04055 -26.27969
H -19.10271 14.01568 -21.16344
H -16.67716 12.34214 -26.11371
H -20.40607 13.20068 -29.49108
H -22.90801 18.31636 -22.55738
H -20.59963 15.07726 -27.42864
H -22.68815 17.73083 -25.66074
H -24.35536 17.57923 -22.44372
H -21.99573 19.14257 -24.84896
H -21.43616 13.73320 -20.45654
H -20.45843 13.29722 -25.28282
H -21.80120 15.83120 -20.59146
H -17.00307 11.53704 -20.71073
H -25.96116 17.82118 -24.72961
H -17.97725 11.23046 -26.77058
H -22.55293 16.68056 -19.24752
H -16.53196 11.25092 -27.50022
H -16.53031 14.33819 -24.48166
H -19.97764 12.48034 -26.46566
H -25.97051 18.98569 -23.49451
H -19.74323 11.67271 -28.91723
H -14.62736 16.56938 -26.34734
H -19.32084 13.40967 -23.97610
H -21.85393 14.02426 -27.33216
H -23.06780 19.36007 -26.10644
*
```

***

This record from the Open Molecules 2025 dataset describes one molecule with the formula C2H2NO2P in a non-equilibrium geometry. The level of theory is the ωB97M-V functional and the def2-TZVPD basis.

Calculated values
Frontier orbital gap (spin up / spin down)   7.361 / 6.620 eV
LUMO level (spin up / spin down)   0.442 / -2.720 eV

```
! wB97M-V def2-TZVPD RIJCOSX def2/J DEFGRID3
* xyz 0 3
P 0.21451 2.31718 0.80580
O -1.53231 1.72245 -1.00968
O 0.81416 -0.33805 0.66328
N -1.01941 2.80092 -0.45835
C 0.00120 0.65751 0.21334
C -1.04818 0.54836 -0.65780
H -1.35473 -0.25429 -1.18410
H 1.36269 0.13464 1.22050
*
```

***

This record from the Open Molecules 2025 dataset describes a 6-piece molecular cluster, C24H53N2O16P3 overall in a non-equilibrium geometry. The level of theory is the ωB97M-V functional and the def2-TZVPD basis.

Calculated values
Frontier orbital gap   5.340 eV
LUMO level   -0.201 eV

```
! wB97M-V def2-TZVPD RIJCOSX def2/J DEFGRID3
* xyz 0 1
P 19.10714 11.99639 -12.84852
P 17.24558 7.22617 -18.19096
P 16.34307 6.96885 -12.79674
O 17.10380 10.61290 -21.29325
O 15.83318 5.74270 -13.60171
O 18.38287 13.31121 -12.41956
O 19.04822 10.28602 -22.13593
O 16.12659 8.27321 -13.41752
O 15.67809 6.78885 -11.39442
O 15.11345 12.34454 -15.58716
O 18.41096 8.01282 -18.92167
O 17.81962 5.73692 -18.24653
O 16.52109 10.08180 -15.27347
O 16.06951 7.27231 -19.23368
O 18.34598 11.17995 -13.78053
O 17.84990 6.58429 -12.59907
O 20.50148 12.46123 -13.37070
O 16.88942 7.66048 -16.85128
O 19.41453 11.28646 -11.47714
N 18.31676 10.66181 -21.24458
N 14.20243 11.45314 -15.09010
C 12.34146 9.92566 -15.47046
C 14.73279 5.84098 -14.48831
C 18.91888 11.10267 -19.98052
C 11.70359 10.31585 -14.14381
C 13.17129 11.05500 -16.05462
C 14.97356 7.85483 -10.74588
C 16.35577 6.99345 -20.60140
C 12.34342 12.21242 -16.56397
C 14.97156 11.83606 -12.82989
C 20.30801 11.18210 -19.91809
C 16.93428 4.64966 -18.05489
C 13.75106 11.78996 -13.75924
C 21.63853 12.71901 -12.52150
C 20.89916 11.68608 -18.76402
C 17.73486 14.15110 -13.38826
C 19.71183 7.94507 -18.36830
C 12.99168 13.11321 -13.57157
C 18.70185 12.10732 -17.83132
C 18.11002 11.54104 -18.96497
C 18.26413 10.91496 -10.66685
C 12.84979 10.66885 -13.19820
C 13.89207 10.48145 -17.27144
C 18.87978 7.52508 -12.99833
C 20.09724 12.12348 -17.70952
H 13.96304 7.54950 -10.49455
H 11.93832 12.02344 -17.55983
H 14.55060 9.64699 -16.99999
H 13.42774 9.80416 -12.86672
H 13.46773 13.97284 -14.05016
H 14.94991 8.74342 -11.37922
H 17.61570 13.72605 -14.38845
H 15.95218 4.95780 -17.68454
H 15.04000 5.39505 -15.43796
H 16.79525 4.09868 -18.98454
H 15.50949 8.11488 -9.83195
H 16.27784 9.37291 -14.60415
H 16.23754 7.89918 -21.19493
H 20.94293 10.79228 -20.70033
H 14.81437 12.39880 -11.90999
H 20.49414 12.56172 -16.79877
H 18.01869 12.55194 -17.11117
H 17.31966 3.96368 -17.30005
H 17.42241 10.40876 -15.00641
H 17.92226 11.74701 -10.05071
H 19.73606 7.41583 -17.40972
H 19.15653 7.29294 -14.02839
H 11.07012 11.19013 -14.28006
H 17.39372 10.59582 -11.25913
H 15.79387 10.84342 -15.30604
H 15.35560 10.82500 -12.64082
H 11.14878 9.46198 -13.74854
H 13.87628 5.24072 -14.17683
H 11.56851 9.64941 -16.19943
H 12.88594 13.35323 -12.51062
H 21.97411 11.68023 -18.61867
H 18.52102 10.04192 -10.06844
H 22.42002 12.02995 -12.82303
H 18.59139 8.57568 -12.97203
H 21.40222 12.56556 -11.46944
H 11.97268 13.08491 -13.96648
H 21.92681 13.76094 -12.63074
H 13.17956 10.06467 -17.99226
H 11.57106 12.53430 -15.86617
H 20.36408 7.38931 -19.03957
H 19.72003 7.37852 -12.32537
H 12.34889 11.10135 -12.31935
H 14.44567 6.87239 -14.68381
H 17.36184 6.60361 -20.70817
H 14.49894 11.21443 -17.79058
H 12.96562 9.03627 -15.32356
H 17.03857 11.55904 -19.04688
H 20.08115 8.94820 -18.16964
H 15.80461 12.34848 -13.32865
H 16.71793 14.37982 -13.06585
H 15.59244 6.30583 -20.95987
H 18.27577 15.09644 -13.46536
H 12.99014 13.08602 -16.69911
*
```

***

This record from the Open Molecules 2025 dataset describes one molecule with the formula C3H4N2O. The level of theory is the ωB97M-V functional and the def2-TZVPD basis.

Calculated values
Frontier orbital gap   9.225 eV
LUMO level   0.826 eV

```
! wB97M-V def2-TZVPD RIJCOSX def2/J DEFGRID3
* xyz 0 1
O 2.21275 0.00084 0.00467
N 0.18680 -1.23251 -0.00999
N 0.09720 0.98196 -0.02165
C -1.13496 -0.82617 0.00676
C 0.88113 -0.13136 0.00128
C -1.21476 0.52869 -0.00207
H 2.57874 -0.88662 -0.02451
H 0.41294 1.93319 0.03978
H -1.93115 -1.55787 -0.00318
H -2.08869 1.18985 0.00890
*
```

***

Energy relative to the best compared isomer or geometry (same formula, charge and spin), respectively: 67.7; 0.0; 285.7; 224.0; 0.0; 32.5 kJ/mol.